# C39H80NO12

A cluster of 6 separate species, C39H80NO12 in total (wB97M-V/def2-TZVPD, OMol25).

The charge is 0. Its multiplicity is 2. For the LUMO energy (spin up / spin down), the calculation gives 0.61 / -0.03 eV. The HOMO-LUMO gap (spin up / spin down) is 0.3413 / 0.3280 Eh.

Positions of all 132 atoms, in Å:
C: 2.0580 -4.8983 0.5630
C: 1.8916 -4.5649 -1.0026
C: 0.4943 -5.0545 -1.5285
C: -0.6897 -4.0349 -1.3422
C: -0.8179 -3.4186 0.1105
C: -2.0613 -2.4372 0.1595
C: -3.0064 -2.9843 1.3425
C: -1.6218 -0.9856 0.6290
N: -2.8979 -2.4558 -1.0652
O: -3.9280 -1.6545 -0.9772
C: -2.1356 -2.1506 -2.3059
C: -2.9832 -2.8026 -3.5029
C: -2.0480 -0.6136 -2.6602
C: -0.7101 -2.8418 -2.3739
O: 2.1376 -3.1687 -1.1943
C: 3.5252 -2.8468 -1.1286
C: 3.6607 -1.3641 -0.6167
C: 2.5276 -0.4746 -0.8655
C: 2.5589 0.9152 -0.4475
C: 3.7416 1.4400 0.2455
C: 4.8489 0.5435 0.5257
C: 4.8294 -0.8646 0.0962
H: 3.1252 -5.1996 0.7074
H: 1.9572 -3.8984 1.0745
H: 1.3160 -5.6469 0.9222
H: 2.6756 -5.1748 -1.5474
H: 0.5105 -5.3684 -2.6079
H: 0.2252 -5.9819 -0.9473
H: -1.6428 -4.6210 -1.5225
H: -0.8889 -4.2719 0.8299
H: 0.1051 -2.8070 0.3049
H: -3.7658 -3.6392 0.8357
H: -2.4450 -3.5986 2.0853
H: -3.5398 -2.1297 1.8390
H: -0.6182 -0.6718 0.2431
H: -2.4231 -0.2159 0.4653
H: -1.5103 -1.0578 1.7502
H: -2.6000 -2.3831 -4.4655
H: -2.7984 -3.9147 -3.4592
H: -4.0705 -2.6042 -3.3270
H: -1.4716 -0.0058 -1.9215
H: -1.4814 -0.5434 -3.6345
H: -3.0632 -0.1865 -2.8825
H: -0.4734 -3.1507 -3.4245
H: 0.0336 -2.0643 -2.0478
H: 4.1363 -3.5358 -0.4936
H: 3.9660 -2.8518 -2.1655
H: 1.6182 -0.8301 -1.3926
H: 1.6882 1.5752 -0.6530
H: 3.7061 2.5184 0.5175
H: 5.7409 0.9363 1.0757
H: 5.6852 -1.5377 0.3136
C: 1.8041 4.4738 1.4647
O: 2.1743 4.7267 0.1166
C: 1.0622 4.6645 -0.7702
C: 0.5923 6.0536 -1.1671
O: 0.0195 6.7415 -0.0584
C: 0.8983 7.7087 0.4922
H: 2.6563 4.7091 2.1033
H: 0.9586 5.0920 1.7751
H: 1.5558 3.4139 1.5895
H: 0.2425 4.0862 -0.3303
H: 1.4004 4.1387 -1.6692
H: -0.1945 5.9553 -1.9215
H: 1.4101 6.6316 -1.6078
H: 0.9863 8.5628 -0.1872
H: 1.8887 7.2901 0.6898
H: 0.4728 8.0558 1.4344
C: 2.9918 9.2915 -2.6408
O: 1.9913 8.5643 -3.3365
C: 0.8415 9.3555 -3.6171
C: 0.8161 9.8002 -5.0699
O: 1.8594 10.7280 -5.3453
C: 2.9466 10.1332 -6.0364
H: 3.8979 8.6851 -2.6182
H: 3.2206 10.2388 -3.1350
H: 2.6709 9.4783 -1.6107
H: 0.7860 10.2173 -2.9445
H: -0.0335 8.7247 -3.4283
H: -0.1289 10.3176 -5.2615
H: 0.8705 8.9381 -5.7421
H: 2.6589 9.9176 -7.0704
H: 3.2835 9.2154 -5.5475
H: 3.7720 10.8454 -6.0461
C: -5.6389 -4.2877 -1.0775
O: -6.7615 -5.0259 -0.6155
C: -7.9836 -4.5665 -1.1786
C: -8.4658 -5.4912 -2.2839
O: -7.6053 -5.4363 -3.4168
C: -6.7421 -6.5585 -3.4974
H: -4.7356 -4.8031 -0.7486
H: -5.6222 -4.2229 -2.1687
H: -5.6439 -3.2836 -0.6461
H: -7.8841 -3.5399 -1.5454
H: -8.7256 -4.5658 -0.3734
H: -9.4525 -5.1549 -2.6173
H: -8.5660 -6.5176 -1.9169
H: -7.3120 -7.4488 -3.7832
H: -6.2239 -6.7390 -2.5519
H: -5.9982 -6.3587 -4.2693
C: 5.8552 -4.6104 2.9750
O: 4.6230 -5.3090 3.0487
C: 4.8012 -6.7191 3.1197
C: 4.5977 -7.2326 4.5353
O: 5.6324 -6.7828 5.4024
C: 5.2163 -5.7110 6.2342
H: 5.6500 -3.5467 3.1017
H: 6.5471 -4.9261 3.7597
H: 6.3140 -4.7633 1.9919
H: 5.7853 -7.0089 2.7376
H: 4.0424 -7.1696 2.4711
H: 4.6461 -8.3258 4.5220
H: 3.6132 -6.9436 4.9166
H: 4.5262 -6.0788 7.0002
H: 4.7388 -4.9138 5.6586
H: 6.0988 -5.3032 6.7278
C: -0.3892 2.1753 4.4050
O: -0.6086 3.5770 4.4091
C: -1.5597 3.9829 3.4309
C: -2.9100 4.2792 4.0613
O: -3.5202 3.0934 4.5589
C: -3.4142 2.9789 5.9689
H: 0.2053 1.9226 5.2834
H: -1.3286 1.6187 4.4499
H: 0.1710 1.8866 3.5090
H: -1.6541 3.2305 2.6411
H: -1.1759 4.9019 2.9760
H: -3.5758 4.6805 3.2912
H: -2.8149 5.0321 4.8501
H: -4.0757 3.7043 6.4535
H: -2.3870 3.1292 6.3111
H: -3.7319 1.9750 6.2519

These are the Mulliken partial charges, in e, on atoms 1 to 8: atom 1 (C): -0.8962, atom 2 (C): 0.1500, atom 3 (C): -1.8736, atom 4 (C): 0.3793, atom 5 (C): -1.3685, atom 6 (C): 1.6666, atom 7 (C): -1.5464, atom 8 (C): -1.8262

---

# C39H82BN4O4

A cluster of 5 separate species, C39H82BN4O4 in total (wB97M-V/def2-TZVPD, OMol25).

The charge is -1. For the LUMO energy, the calculation gives 1.99 eV. The HOMO-LUMO gap is 0.2222 Eh.

Positions of all 130 atoms, in Å:
C: 2.8556 5.1366 1.8949
C: 1.6143 4.4207 2.4533
C: 0.4256 4.5546 1.4800
O: -0.6329 4.0383 1.8006
O: 0.5954 5.2728 0.3531
C: 0.9430 4.3976 -0.8047
C: -0.2627 3.7097 -1.4042
B: 0.0874 2.2830 -2.1978
O: -1.1742 1.4743 -2.2340
C: -1.1879 0.5159 -1.2198
C: 0.2020 0.5915 -0.4578
C: 0.9033 -0.7712 -0.2646
C: 1.5067 -1.3086 -1.5374
C: 1.0063 -2.4562 -2.1079
C: 1.5824 -2.9027 -3.2962
C: 2.5994 -2.2383 -3.9054
C: 3.1074 -1.0836 -3.3293
C: 4.2256 -0.2581 -3.9378
C: 2.5545 -0.6582 -2.1569
O: 0.9158 1.4819 -1.2684
H: 3.6727 5.1933 2.6243
H: 2.5696 6.1604 1.6436
H: 3.2434 4.6536 0.9962
H: 1.3037 4.9360 3.3703
H: 1.7892 3.3835 2.7409
H: 1.7069 3.7023 -0.4368
H: 1.3917 5.0496 -1.5565
H: -1.0699 3.5168 -0.6928
H: -0.6769 4.4029 -2.1565
H: 0.5313 2.5198 -3.3066
H: -1.3609 -0.4510 -1.7102
H: -1.9090 0.8250 -0.4445
H: 0.1804 1.1208 0.5111
H: 1.6321 -0.7460 0.5521
H: 0.1043 -1.4585 0.0482
H: 0.1866 -2.9998 -1.6512
H: 1.1836 -3.8100 -3.7449
H: 3.0516 -2.5703 -4.8365
H: 4.0977 -0.2625 -5.0260
H: 5.2227 -0.5903 -3.6459
H: 4.0487 0.7778 -3.6387
H: 2.9200 0.2331 -1.6579
C: 5.7314 9.9812 7.0998
C: 4.5154 9.0731 6.9839
N: 4.2422 8.6475 5.6256
C: 2.9364 8.0280 5.4661
C: 2.6715 6.7077 6.1979
C: 5.3374 7.9893 4.9338
C: 5.9313 6.7244 5.5663
H: 5.6411 10.8420 6.4355
H: 5.8192 10.3513 8.1228
H: 6.6583 9.4556 6.8650
H: 3.6498 9.6341 7.3473
H: 4.6431 8.2209 7.6700
H: 2.7412 7.8853 4.3997
H: 2.1836 8.7524 5.7946
H: 3.1803 5.8720 5.7189
H: 1.6028 6.4843 6.1727
H: 2.9703 6.7453 7.2465
H: 6.1452 8.7161 4.8083
H: 5.0212 7.7599 3.9131
H: 6.1016 6.8365 6.6384
H: 6.8978 6.5061 5.1061
H: 5.3001 5.8520 5.4059
C: -2.9899 -4.8191 -1.8907
C: -2.0648 -5.8332 -2.5390
N: -1.6382 -6.8976 -1.6490
C: -0.5366 -7.6842 -2.1758
C: -0.7806 -8.5082 -3.4461
C: -2.7002 -7.6533 -1.0127
C: -3.7209 -8.3586 -1.9151
H: -2.5397 -4.4013 -0.9891
H: -3.1800 -3.9987 -2.5836
H: -3.9571 -5.2533 -1.6295
H: -1.1796 -5.2870 -2.8769
H: -2.5502 -6.2268 -3.4463
H: -0.1703 -8.3503 -1.3888
H: 0.2935 -6.9984 -2.3730
H: -1.3800 -9.3965 -3.2454
H: 0.1753 -8.8547 -3.8458
H: -1.2691 -7.9270 -4.2288
H: -3.2468 -6.9784 -0.3480
H: -2.2537 -8.3903 -0.3385
H: -4.0726 -7.7201 -2.7266
H: -4.5964 -8.6414 -1.3245
H: -3.3186 -9.2750 -2.3454
C: -2.3743 -12.4156 -1.5497
C: -3.3105 -13.5242 -1.0943
N: -3.5499 -13.5204 0.3364
C: -4.2002 -14.7276 0.8154
C: -5.6232 -15.0231 0.3268
C: -4.0485 -12.2726 0.8908
C: -5.3593 -11.7080 0.3291
H: -1.4314 -12.4459 -1.0016
H: -2.1494 -12.5331 -2.6111
H: -2.8189 -11.4273 -1.4217
H: -2.8486 -14.4785 -1.3632
H: -4.2451 -13.4585 -1.6731
H: -4.1974 -14.7196 1.9091
H: -3.5659 -15.5764 0.5385
H: -6.3591 -14.3799 0.8076
H: -5.8896 -16.0524 0.5783
H: -5.7201 -14.9168 -0.7541
H: -3.2727 -11.5123 0.7661
H: -4.1449 -12.3829 1.9742
H: -5.3925 -11.7408 -0.7609
H: -5.4611 -10.6612 0.6242
H: -6.2309 -12.2330 0.7176
C: -0.8113 8.0907 0.1490
C: -0.0269 8.9355 -0.8433
N: -0.6066 8.9526 -2.1740
C: 0.2780 9.5070 -3.1811
C: 0.6696 10.9861 -3.0644
C: -1.9928 9.3713 -2.2545
C: -2.3581 10.7605 -1.7131
H: -0.9467 7.0764 -0.2213
H: -0.2679 8.0327 1.0933
H: -1.7929 8.5199 0.3650
H: 0.9784 8.5101 -0.9123
H: 0.0930 9.9514 -0.4305
H: -0.1599 9.3354 -4.1689
H: 1.1981 8.9136 -3.1743
H: -0.1479 11.6466 -3.3525
H: 1.5020 11.1985 -3.7402
H: 0.9928 11.2497 -2.0568
H: -2.6006 8.6321 -1.7266
H: -2.3233 9.2980 -3.2944
H: -1.9000 10.9609 -0.7435
H: -3.4409 10.8268 -1.5798
H: -2.0743 11.5562 -2.4012

These are the Mulliken partial charges, in e, on atoms 1 to 8: atom 1 (C): -0.8977, atom 2 (C): -0.1863, atom 3 (C): 0.4171, atom 4 (O): -0.6231, atom 5 (O): -0.1130, atom 6 (C): -0.1532, atom 7 (C): -0.7325, atom 8 (B): 0.5781

---

# C39H88F10N11O23S10

A cluster of 11 separate species, C39H88F10N11O23S10 in total (wB97M-V/def2-TZVPD, OMol25).

The charge is +1. The calculation puts the relative energy (zero: lowest compared OMol25 entry of this formula, charge and spin) at 1005.7 kJ/mol. For the LUMO energy, the calculation gives -7.29 eV. The HOMO-LUMO gap is 0.0497 Eh.

Positions of all 181 atoms, in Å:
C: -11.4459 -4.7413 5.1703
C: -10.7552 -3.8341 6.2501
O: -11.2904 -3.6805 7.4368
N: -9.5507 -2.9357 5.8232
H: -8.8440 -3.6476 5.7059
H: -9.7028 -2.5640 4.8965
C: -9.0903 -1.8946 6.9020
H: -10.6996 -5.4319 4.7777
H: -11.9488 -4.0669 4.4771
H: -12.1829 -5.3233 5.7237
H: -8.2502 -1.3324 6.4944
H: -8.8075 -2.2956 7.8753
H: -9.9095 -1.1758 6.9172
C: -3.5753 1.1310 1.1408
C: -2.1383 1.3521 1.3782
O: -1.3217 0.6543 0.7442
N: -1.6704 2.0942 2.6211
H: -1.1240 2.9078 2.3770
H: -2.3848 2.3597 3.2839
C: -0.7246 1.1752 3.3182
H: -3.6992 0.6621 0.1646
H: -4.0234 2.1239 1.1767
H: -4.0575 0.4713 1.8623
H: 0.1287 1.0337 2.6549
H: -1.1155 0.1632 3.4234
H: -0.4562 1.7395 4.2113
C: 4.5291 2.0398 -6.9582
C: 3.7244 0.7927 -7.3016
C: 3.6722 0.8460 -8.8858
C: 5.0458 0.6136 -9.5402
C: 5.5239 -0.8034 -9.2410
C: 5.5704 -1.1316 -7.6719
N: 4.4175 -0.5421 -6.8699
O: 3.9965 -1.1380 -5.6713
C: 6.9665 -0.8139 -7.0433
C: 5.3570 -2.7012 -7.5926
C: 2.2287 0.7899 -6.8992
H: 5.5879 1.8062 -7.0693
H: 4.3819 2.3908 -5.9368
H: 4.1679 2.9017 -7.5192
H: 3.2777 1.7597 -9.3304
H: 2.9717 0.0916 -9.2442
H: 5.7687 1.3474 -9.1839
H: 5.0136 0.6698 -10.6283
H: 6.3775 -0.9714 -9.8977
H: 4.8300 -1.4706 -9.7522
H: 7.0881 0.2536 -7.2274
H: 7.8288 -1.3687 -7.4130
H: 6.9459 -0.9900 -5.9678
H: 5.6074 -2.9918 -6.5723
H: 6.0472 -3.1219 -8.3239
H: 4.3406 -3.0302 -7.8085
H: 2.0769 1.0184 -5.8443
H: 1.6295 -0.0809 -7.1649
H: 1.7517 1.6973 -7.2695
C: -1.2864 -7.4870 -3.9130
C: -1.8513 -8.9177 -3.9309
C: -0.8200 -9.8823 -3.5287
N: -1.2818 -11.4143 -3.4066
C: -2.4144 -11.7011 -2.4029
C: -1.7110 -11.7877 -4.9061
C: -1.3670 -13.2222 -5.0797
C: -0.3243 -13.6376 -4.0151
C: 0.0171 -12.2913 -3.3081
H: -0.5981 -7.4607 -4.7578
H: -0.8063 -7.1941 -2.9793
H: -1.9692 -6.6604 -4.1091
H: -2.2504 -9.1640 -4.9149
H: -2.6534 -8.9630 -3.1942
H: -0.6256 -9.6771 -2.4760
H: 0.1903 -9.8087 -3.9312
H: -3.0872 -10.8443 -2.3656
H: -1.9868 -11.8184 -1.4072
H: -2.9107 -12.6181 -2.7206
H: -2.7579 -11.5003 -5.0034
H: -1.0221 -11.3466 -5.6265
H: -2.3849 -13.5943 -4.9628
H: -1.1164 -13.4645 -6.1124
H: -0.6984 -14.3694 -3.2992
H: 0.5078 -14.1238 -4.5243
H: 0.5499 -12.4366 -2.3683
H: 0.7767 -11.8067 -3.9215
C: 11.4266 3.9139 5.8718
C: 10.7147 4.1243 7.2418
C: 9.1649 3.8305 7.2953
N: 8.7788 2.3182 7.1123
C: 9.2130 1.5473 5.8075
C: 7.1787 2.1431 7.2600
C: 6.9228 0.7504 7.9905
C: 8.3085 0.2234 8.3402
C: 9.2818 1.4501 8.2691
H: 12.3370 4.5076 5.7890
H: 10.6350 4.2874 5.2222
H: 11.7979 2.9227 5.6117
H: 11.0605 5.1396 7.4361
H: 11.2691 3.5640 7.9947
H: 8.5326 4.3422 6.5697
H: 8.7591 4.0232 8.2885
H: 10.2408 1.2300 5.6317
H: 8.7799 2.1910 5.0418
H: 8.6730 0.6011 5.7739
H: 6.6651 2.1905 6.2998
H: 6.9030 2.8874 8.0071
H: 6.4695 0.1330 7.2151
H: 6.3015 0.6470 8.8801
H: 8.5981 -0.6424 7.7446
H: 8.1692 -0.1119 9.3679
H: 10.3090 1.1261 8.1018
H: 9.3297 2.0860 9.1531
C: -5.3849 6.6749 -5.1410
C: -5.0664 7.7034 -4.1354
C: -3.5686 8.1436 -4.1790
N: -3.3515 9.6582 -3.8972
C: -3.8349 10.0796 -2.4732
C: -3.8833 10.7204 -4.9327
C: -2.9365 11.9263 -4.7488
C: -1.5740 11.3133 -4.3103
C: -1.8380 9.9255 -3.9089
H: -5.1337 7.0879 -6.1180
H: -6.4031 6.2968 -5.2321
H: -4.6787 5.8483 -5.2190
H: -5.3360 7.2724 -3.1712
H: -5.7014 8.5587 -4.3664
H: -2.9648 7.9606 -5.0678
H: -3.0369 7.5268 -3.4545
H: -3.5524 11.1262 -2.3598
H: -3.4167 9.3341 -1.7969
H: -4.9137 10.0097 -2.6128
H: -4.9536 10.9112 -4.8533
H: -3.7853 10.5139 -5.9985
H: -3.4836 12.6246 -4.1155
H: -2.7884 12.5073 -5.6591
H: -1.0227 11.8191 -3.5176
H: -0.8050 11.2507 -5.0804
H: -1.5980 9.8484 -2.8484
H: -1.2275 9.2063 -4.4549
N: -5.0283 -6.0876 5.3158
S: -4.0030 -6.1801 4.1944
O: -3.2670 -7.4297 4.0463
O: -3.3409 -4.9491 3.7822
F: -5.1388 -6.2715 3.1083
S: -3.8273 -6.0951 6.5377
O: -3.1059 -4.8472 6.8386
O: -3.1729 -7.3383 6.7971
F: -4.8608 -6.1687 7.7821
N: 1.7912 6.7005 1.7314
S: 3.0864 6.4488 0.9834
O: 4.0928 5.6257 1.6312
O: 3.4736 7.4496 0.0008
F: 2.4083 5.2990 0.0423
S: 2.5143 7.9171 2.7267
O: 2.6469 9.2553 2.1402
O: 3.4283 7.5127 3.7896
F: 1.2985 8.2451 3.5891
N: -4.3337 4.9675 6.5938
S: -5.4161 6.3089 6.3440
O: -4.8034 7.6318 6.3736
O: -6.7739 6.1207 6.8308
F: -5.6986 6.0427 4.7837
S: -3.9936 5.3567 7.9491
O: -4.9830 5.3096 9.0314
O: -3.0606 6.4794 8.0071
F: -3.1017 4.0206 8.3003
N: -10.3587 -0.9331 0.7845
S: -10.9968 0.6013 0.3985
O: -12.3092 0.8550 0.9426
O: -10.5495 1.3239 -0.8041
F: -10.1758 1.3279 1.6086
S: -10.7556 -1.4445 -0.5600
O: -9.8234 -1.2300 -1.6539
O: -12.1962 -1.4803 -0.8792
F: -10.6261 -2.9686 -0.1214
N: 6.3923 -5.9522 2.4693
S: 7.3610 -6.0337 1.1257
O: 7.8936 -4.8100 0.5406
O: 7.2500 -7.2326 0.2789
F: 8.5877 -6.2789 2.0632
S: 5.3361 -5.1677 1.7542
O: 4.6264 -5.7698 0.6102
O: 5.6002 -3.7229 1.8867
F: 4.1298 -5.2980 2.8271

These are the Mulliken partial charges, in e, on atoms 1 to 8: atom 1 (C): -0.9581, atom 2 (C): 0.4871, atom 3 (O): -0.4304, atom 4 (N): -0.2026, atom 5 (H): 0.3885, atom 6 (H): 0.4090, atom 7 (C): -0.7633, atom 8 (H): 0.3777

---

One value per record, in order, for maximum force: 3.34, 1.98, 11.36 eV/Å.